Here is a single C3H6N3P molecule at a distorted geometry from OMol25. Energies are from ωB97M-V/def2-TZVPD.

Geometry as XYZ:
```
13
Properties=species:S:1:pos:R:3:mulliken_charge:R:1
C -2.3190 -0.1568 0.2301 -0.311
C -1.3576 1.2226 -1.1181 0.204
C 2.0531 -0.5217 0.8616 -0.914
N -2.3804 0.8886 -0.5412 -0.424
N -1.2178 -0.8226 0.3511 -0.598
N -0.2772 -0.1877 -0.2257 0.341
P 1.1118 -0.9709 -0.6433 -0.074
H -3.1424 -0.4931 0.7407 0.481
H -0.8373 1.9388 -1.7314 0.361
H 3.2091 -0.4439 0.6758 0.287
H 1.7031 -1.1382 1.6056 0.330
H 1.7357 0.5081 1.1819 0.299
H 1.7189 0.1767 -1.3872 0.017
```

Charge: 0
Multiplicity: 1
Frontier orbital gap: 8.92 eV